This record from OMol25 describes a 9-piece molecular cluster, C34H40Br10N4O8 overall. The level of theory is wB97M-V/def2-TZVPD.

Each line ends with the Löwdin charge.
Geometry (Å):
O  14.46  20.47  18.76  0.081
N  14.61  20.16  17.62  -0.385
O  14.84  20.95  16.73  0.080
C  14.72  18.73  17.33  -0.128
C  15.37  18.32  16.14  0.009
C  15.45  16.97  15.93  -0.073
C  14.83  16.08  16.82  -0.086
C  14.25  16.52  17.99  -0.094
C  14.18  17.84  18.30  -0.003
H  15.83  19.03  15.43  0.130
H  15.80  16.53  15.01  0.100
H  14.83  15.01  16.56  0.053
H  13.88  15.73  18.64  0.116
H  13.75  18.34  19.19  0.134
O  19.69  14.77  11.85  0.040
N  19.41  14.94  10.67  -0.352
O  18.32  14.84  10.23  0.097
C  20.45  15.25  9.73  -0.156
C  21.73  15.21  10.27  -0.009
C  22.76  15.52  9.46  -0.067
C  22.54  15.78  8.11  -0.036
C  21.22  15.80  7.56  -0.046
C  20.16  15.54  8.40  0.008
H  21.93  14.92  11.31  0.125
H  23.74  15.60  9.80  0.088
H  23.38  15.91  7.46  0.096
H  21.10  15.97  6.51  0.105
H  19.11  15.55  8.08  0.128
O  15.46  17.74  8.44  0.099
N  15.61  16.79  7.73  -0.379
O  15.86  16.82  6.55  0.071
C  15.59  15.49  8.37  -0.164
C  16.00  14.40  7.60  -0.012
C  15.98  13.12  8.15  -0.054
C  15.58  13.00  9.48  -0.084
C  15.05  14.06  10.19  -0.071
C  15.20  15.36  9.69  0.008
H  16.31  14.56  6.58  0.113
H  16.50  12.34  7.59  0.112
H  15.69  12.04  10.01  0.113
H  14.71  13.92  11.21  0.080
H  15.04  16.23  10.31  0.124
O  12.46  13.42  12.50  0.018
N  12.68  14.38  13.23  -0.302
O  13.80  14.97  13.39  0.013
C  11.70  14.80  14.13  -0.173
C  11.79  15.95  14.90  -0.011
C  10.84  16.28  15.81  -0.077
C  9.72  15.45  15.92  -0.039
C  9.56  14.30  15.08  -0.047
C  10.54  13.97  14.18  -0.009
H  12.69  16.63  14.80  0.138
H  10.92  17.14  16.49  0.124
H  8.95  15.77  16.58  0.091
H  8.68  13.67  15.22  0.111
H  10.56  13.03  13.64  0.093
Br  21.41  11.09  9.88  0.587
C  21.77  11.02  11.83  -0.690
C  21.55  9.51  12.32  -0.682
Br  21.76  9.36  14.24  0.667
H  21.08  11.71  12.36  -0.029
H  22.80  11.38  12.05  0.059
H  22.32  8.88  11.89  0.045
H  20.52  9.28  12.04  0.014
Br  12.73  10.89  14.43  0.648
C  13.24  10.49  16.31  -0.687
C  12.85  9.11  16.63  -0.719
Br  13.40  8.76  18.46  0.636
H  12.72  11.27  16.83  0.044
H  14.33  10.74  16.39  0.013
H  13.36  8.36  16.04  0.027
H  11.79  8.94  16.54  0.055
Br  18.39  11.04  13.09  0.759
C  17.05  12.33  12.79  -0.698
C  16.92  13.43  13.85  -0.668
Br  16.27  12.76  15.52  0.703
H  16.10  11.77  12.73  0.055
H  17.32  12.78  11.82  0.039
H  16.21  14.18  13.55  0.025
H  17.87  14.00  14.04  0.078
Br  19.86  14.12  17.64  0.593
C  20.44  12.43  16.89  -0.702
C  21.79  12.48  16.17  -0.694
Br  21.69  13.67  14.67  0.645
H  19.59  12.06  16.28  0.040
H  20.43  11.85  17.80  0.020
H  22.07  11.51  15.75  -0.040
H  22.61  12.91  16.79  0.064
Br  19.31  8.49  18.08  0.588
C  17.68  8.14  17.02  -0.663
C  17.81  8.65  15.60  -0.796
Br  16.25  8.27  14.61  0.690
H  16.96  8.75  17.55  0.037
H  17.50  7.09  17.04  0.045
H  18.68  8.23  15.06  0.049
H  17.94  9.75  15.62  0.000

Gap between HOMO and LUMO in eV: 8.502
E_tot in eV: -758661.145
Energy relative to the best compared isomer or geometry (same formula, charge and spin) in kcal per mole: 40.9
SMILES string: O=[N+]([O-])c1ccccc1.O=[N+]([O-])c1ccccc1.O=[N+]([O-])c1ccccc1.O=[N+]([O-])c1ccccc1.BrCCBr.BrCCBr.BrCCBr.BrCCBr.BrCCBr
HOMO energy in eV: -9.830


This record from OMol25 describes C34H40BrClCoN9OS2 as an isolated structure. The level of theory is wB97M-V/def2-TZVPD.

Each line ends with the Löwdin charge.
Geometry (Å):
Co  -5.07  1.04  23.60  0.408
C  -0.14  1.21  22.30  0.003
C  -0.79  0.71  23.52  -0.315
N  -0.24  0.12  24.57  0.126
N  -1.29  -0.20  25.35  0.029
C  -2.50  0.20  24.87  -0.742
S  -4.00  -0.08  25.49  0.778
N  -2.15  0.85  23.71  -0.014
N  -3.24  1.59  23.03  0.084
H  0.15  2.28  22.45  0.114
H  -0.72  1.05  21.40  0.063
H  0.85  0.73  22.31  0.098
H  -1.07  -0.79  26.12  0.154
H  -3.05  1.66  22.06  0.087
H  -3.10  2.58  23.38  0.097
S  -6.75  4.51  25.69  1.020
C  -5.27  5.05  25.01  -0.424
C  -4.58  4.08  24.33  -0.212
C  -5.29  2.84  24.29  -0.289
C  -6.47  2.90  24.98  -0.490
C  -7.38  1.75  25.10  -0.276
C  -8.46  1.71  25.95  -0.020
C  -9.20  0.54  26.06  -0.039
C  -8.79  -0.56  25.32  -0.056
C  -7.71  -0.42  24.47  -0.125
N  -6.96  0.67  24.38  0.013
H  -4.89  6.04  25.22  0.071
H  -3.65  4.29  23.80  0.075
H  -8.80  2.63  26.47  0.120
H  -10.07  0.49  26.70  0.117
H  -9.33  -1.50  25.37  0.108
H  -7.41  -1.25  23.82  0.114
C  -10.05  3.52  20.96  -0.044
C  -8.54  3.73  20.87  -0.248
C  -8.09  5.02  20.52  -0.016
C  -6.75  5.23  20.27  -0.084
C  -5.85  4.14  20.43  -0.693
Br  -3.95  4.48  20.32  0.708
N  -6.30  2.96  20.76  0.006
C  -7.60  2.75  21.02  -0.105
H  -10.54  3.77  20.04  0.073
H  -10.49  4.16  21.75  0.089
H  -10.32  2.46  21.18  0.091
H  -8.88  5.79  20.32  0.145
H  -6.44  6.24  20.01  0.103
H  -7.81  1.72  21.40  0.125
C  -0.09  -4.70  19.46  -0.033
C  -1.64  -4.54  19.33  -0.482
C  -2.36  -5.64  20.19  -0.040
C  -2.08  -4.73  17.87  -0.039
C  -2.13  -3.12  19.92  -0.392
O  -2.00  -3.15  21.39  -0.045
C  -1.32  -1.91  19.41  -0.122
C  -1.36  -1.36  17.97  -0.153
C  -1.29  0.12  17.89  -0.265
C  -2.41  0.81  17.45  -0.030
C  -2.38  2.19  17.42  -0.113
C  -1.19  2.87  17.72  -0.674
Cl  -1.25  4.61  17.66  0.654
C  -0.08  2.21  18.21  -0.088
C  -0.14  0.81  18.30  -0.034
C  -3.64  -2.84  19.72  -0.038
N  -4.26  -1.73  20.52  -0.059
C  -4.47  -1.61  21.87  -0.077
N  -5.14  -0.47  22.11  0.014
C  -5.38  0.06  20.83  -0.179
N  -4.96  -0.70  19.85  0.139
H  0.22  -5.64  18.98  0.094
H  0.25  -4.71  20.49  0.082
H  0.47  -3.93  18.95  0.073
H  -2.00  -6.64  19.84  0.106
H  -3.45  -5.56  20.09  0.072
H  -2.13  -5.46  21.25  0.081
H  -1.74  -5.71  17.49  0.097
H  -1.68  -3.96  17.22  0.072
H  -3.17  -4.72  17.82  0.085
H  -1.10  -3.32  21.66  0.093
H  -0.25  -2.09  19.69  0.118
H  -1.67  -1.05  20.03  0.114
H  -2.27  -1.72  17.46  0.109
H  -0.41  -1.69  17.43  0.145
H  -3.31  0.27  17.15  0.118
H  -3.24  2.78  17.13  0.105
H  0.78  2.77  18.52  0.103
H  0.64  0.16  18.69  0.118
H  -4.23  -3.77  19.92  0.130
H  -3.91  -2.60  18.66  0.134
H  -4.09  -2.25  22.61  0.122
H  -5.94  0.95  20.65  0.055

Spin multiplicity: 4
Gap between HOMO and LUMO (alpha / beta) in eV: 7.902 / 7.979
E_tot in eV: -193221.487
Energy relative to the best compared isomer or geometry (same formula, charge and spin) in kcal per mole: 0.7
Net charge: +1
⟨S²⟩: 3.763
HOMO energy (alpha / beta) in eV: -9.849 / -10.331


This record from OMol25 describes C34H40ClI2N2O2PTa as an isolated structure. The level of theory is wB97M-V/def2-TZVPD.

Each line ends with the Löwdin charge.
Geometry (Å):
Ta  0.79  0.54  -0.71  1.905
C  1.81  -2.25  -1.97  -0.041
N  1.09  -1.01  -2.41  -0.355
C  -0.24  -1.44  -2.95  -0.055
C  1.89  -0.41  -3.52  -0.148
C  2.96  0.50  -2.96  -0.158
N  2.31  1.61  -2.22  -0.336
C  3.36  2.43  -1.55  -0.042
C  1.68  2.53  -3.22  -0.047
H  1.77  -2.98  -2.78  0.122
H  1.34  -2.68  -1.09  0.061
H  2.85  -2.02  -1.75  0.095
H  -0.08  -2.07  -3.82  0.124
H  -0.83  -0.57  -3.23  0.041
H  -0.76  -2.02  -2.19  0.064
H  1.21  0.13  -4.18  0.126
H  2.34  -1.21  -4.11  0.152
H  3.59  0.90  -3.76  0.154
H  3.61  -0.04  -2.27  0.124
H  3.96  2.94  -2.31  0.118
H  4.01  1.81  -0.96  0.078
H  2.89  3.18  -0.91  0.103
H  2.45  2.83  -3.94  0.122
H  1.32  3.42  -2.71  0.103
H  0.87  2.06  -3.75  0.082
Cl  -2.30  7.26  -0.08  0.810
C  -1.50  5.75  0.00  -0.633
C  -0.66  5.46  1.08  0.001
C  0.00  4.24  1.18  0.056
C  -0.17  3.31  0.18  -0.243
O  0.43  2.09  0.25  -0.210
C  -1.01  3.57  -0.92  -0.131
C  -1.23  2.61  -1.92  -0.156
O  -0.63  1.50  -1.99  -0.233
C  -1.69  4.81  -0.99  0.015
H  -0.53  6.20  1.85  0.137
H  0.63  4.02  2.03  0.143
H  -1.96  2.81  -2.71  0.115
H  -2.34  5.02  -1.83  0.142
C  -2.14  -2.58  3.29  -0.025
C  -2.69  -1.38  2.56  -0.256
C  -3.98  -0.96  2.86  -0.002
C  -4.58  0.11  2.22  -0.016
C  -3.89  0.82  1.25  -0.067
C  -2.60  0.43  0.93  -0.133
C  -2.00  -0.66  1.57  -0.332
P  -0.32  -1.06  1.08  1.056
C  -0.04  -2.82  0.90  -0.363
C  1.13  -3.36  1.46  -0.089
C  1.44  -4.69  1.27  -0.037
C  0.59  -5.49  0.51  -0.019
C  -0.57  -4.96  -0.03  -0.009
C  -0.91  -3.62  0.15  -0.279
C  -2.22  -3.12  -0.41  -0.042
C  0.83  -0.34  2.29  -0.329
C  0.43  -0.14  3.61  -0.039
C  1.29  0.46  4.51  -0.019
C  2.54  0.92  4.09  -0.015
C  2.91  0.78  2.76  -0.014
C  2.08  0.14  1.85  -0.323
C  2.53  0.01  0.42  -0.243
H  -2.53  -2.60  4.31  0.103
H  -1.06  -2.62  3.34  0.064
H  -2.48  -3.50  2.81  0.101
H  -4.53  -1.50  3.63  0.134
H  -5.59  0.40  2.49  0.128
H  -4.35  1.65  0.73  0.112
H  -2.07  0.96  0.15  0.049
H  1.78  -2.74  2.06  0.112
H  2.34  -5.11  1.71  0.124
H  0.83  -6.53  0.36  0.127
H  -1.23  -5.60  -0.60  0.132
H  -2.51  -3.71  -1.28  0.101
H  -2.22  -2.07  -0.69  0.033
H  -3.02  -3.24  0.33  0.102
H  -0.54  -0.47  3.95  0.109
H  0.99  0.58  5.54  0.129
H  3.21  1.39  4.79  0.129
H  3.88  1.15  2.44  0.128
H  2.70  -1.05  0.16  0.075
H  3.49  0.50  0.30  0.065
I  -3.84  0.36  -2.77  0.130
I  -6.31  0.41  -3.74  0.200

Gap between HOMO and LUMO in eV: 5.038
E_tot in eV: -82523.425
Energy relative to the best compared isomer or geometry (same formula, charge and spin) in kcal per mole: 0.0
Net charge: +3
HOMO energy in eV: -15.697